ORCA calculation (wB97M-V/def2-TZVPD) on a 2-piece molecular cluster, C3H9N2O overall.

Element x y z (Å)
O (-0.5220, 1.1637, 0.0445)
N (-2.0111, -2.0926, 0.9621)
N (3.2690, 0.7210, -0.8536)
C (-1.8716, -0.8220, 0.2417)
C (-0.6274, -0.0269, 0.6707)
C (2.1936, 1.3503, -1.1086)
H (0.2558, -0.6980, 0.5185)
H (1.3686, 1.4005, -0.3800)
H (-2.9026, -2.5346, 0.7762)
H (-0.7144, 0.0542, 1.7929)
H (-1.9725, -1.9121, 1.9588)
H (2.0299, 1.8381, -2.0757)
H (-1.7966, -1.0023, -0.8361)
H (3.9081, 0.7607, -1.6578)
H (-2.7211, -0.1414, 0.3609)

- strongest force on any atom (hartree/bohr) = 0.0079
- LUMO energy (eV) = 4.354
- HOMO (Ha) = -0.0933
- charge = -1
- Kohn-Sham gap (eV) = 6.9
- E (Eh) = -304.4083
- energy relative to the best compared isomer or geometry (same formula, charge and spin) (kcal per mole) = 36.2